# 1
C4H9NO | wB97M-V/def2-TZVPD

XYZ file:
```
15
Properties=species:S:1:pos:R:3
C 0.54 2.05 -0.33
N -0.28 1.30 0.61
C -0.59 0.11 0.31
C -1.40 -0.80 1.18
O -0.24 -0.47 -0.89
C 0.90 -1.30 -0.84
H 0.80 1.48 -1.23
H 0.00 2.95 -0.64
H 1.45 2.36 0.18
H -2.25 -1.19 0.61
H -0.79 -1.66 1.48
H -1.76 -0.29 2.08
H 1.51 -1.09 -1.72
H 0.61 -2.36 -0.84
H 1.51 -1.09 0.05
```

M   87.12 g/mol
SMILES   C/N=C(/C)OC
Multiplicity   1
F_max   0.5 eV Å⁻¹
DFT total energy   -287.76991 Ha
LUMO level   0.0364 hartree
HOMO-LUMO gap   10.76 eV

=====

# 2
C4H9NO | wB97M-V/def2-TZVPD

XYZ file:
```
15
Properties=species:S:1:pos:R:3
C -1.94 -0.08 -0.13
N -0.50 -0.03 -0.42
C 0.52 -1.02 0.09
C 1.50 0.05 -0.46
O 2.81 0.12 0.01
C 0.43 1.06 0.03
H -2.10 -0.07 0.95
H -2.43 0.79 -0.57
H -2.37 -1.00 -0.54
H 0.43 -2.01 -0.36
H 0.37 -1.08 1.19
H -0.09 -0.05 -1.41
H 2.82 0.14 0.98
H 0.28 1.17 1.12
H 0.26 2.01 -0.48
```

M   87.12 g/mol
Multiplicity   1
F_max   0.9 eV Å⁻¹
DFT total energy   -287.63562 Ha
LUMO level   0.0243 hartree
HOMO-LUMO gap   7.13 eV

=====

# 3
C4H9NO | wB97M-V/def2-TZVPD

XYZ file:
```
15
Properties=species:S:1:pos:R:3
C 0.67 0.63 1.56
C 0.06 0.55 0.14
C 1.04 0.24 -1.00
C -1.10 -0.43 0.13
N -1.49 -1.16 -1.02
O -1.90 -0.35 1.04
H 0.07 1.19 2.28
H 0.89 -0.35 2.01
H 1.66 1.02 1.36
H -0.46 1.51 -0.05
H 1.99 0.75 -1.21
H 0.51 0.43 -1.95
H 1.32 -0.82 -1.00
H -0.80 -1.83 -1.32
H -2.47 -1.38 -0.98
```

M   87.12 g/mol
SMILES   CC(C)C(N)=O
Multiplicity   1
F_max   1.9 eV Å⁻¹
DFT total energy   -287.80135 Ha
LUMO level   0.0317 hartree
HOMO-LUMO gap   10.49 eV

=====

# 4
C4H9NO | wB97M-V/def2-TZVPD

XYZ file:
```
15
Properties=species:S:1:pos:R:3
N -1.13 0.09 -1.53
C 0.20 0.17 -1.31
C 0.69 0.13 0.16
C -0.06 1.10 1.03
C 0.53 -1.30 0.68
O 0.85 0.14 -2.35
H -1.83 0.02 -0.81
H -1.52 0.39 -2.42
H 1.74 0.40 0.02
H 0.29 2.13 0.97
H -1.15 0.94 1.05
H 0.04 0.85 2.11
H 1.47 -1.70 1.03
H 0.11 -1.97 -0.06
H -0.24 -1.37 1.43
```

M   87.12 g/mol
Net charge   +1
Multiplicity   2
F_max   3.8 eV Å⁻¹
DFT total energy   -287.45944 Ha
LUMO level (spin up / spin down)   -0.1572 / -0.3356 hartree
HOMO-LUMO gap (spin up / spin down)   12.47 / 7.65 eV

=====

# 5
C4H9NO2 | wB97M-V/def2-TZVPD

XYZ file:
```
16
Properties=species:S:1:pos:R:3
O -0.95 -2.70 0.62
C -1.19 -1.66 -0.12
C -0.62 -0.32 0.23
C 0.68 0.12 -0.57
C 1.80 0.30 0.45
O 0.51 1.22 -1.45
N -1.66 0.70 -0.05
H -1.89 -1.74 -0.97
H -0.39 -0.33 1.29
H 0.91 -0.68 -1.28
H 1.79 -0.60 1.07
H 1.67 1.26 0.94
H 2.81 0.28 0.00
H 0.48 2.06 -0.97
H -2.54 0.49 0.41
H -1.40 1.60 0.37
```

M   103.12 g/mol
Net charge   -1
Multiplicity   2
F_max   1.5 eV Å⁻¹
DFT total energy   -362.97919 Ha
LUMO level (spin up / spin down)   0.1438 / 0.1366 hartree
HOMO-LUMO gap (spin up / spin down)   3.60 / 6.83 eV

=====

# 6
C4H9NO2 | wB97M-V/def2-TZVPD

XYZ file:
```
16
Properties=species:S:1:pos:R:3
N 1.61 -0.02 0.74
C 0.56 0.02 -0.34
C 0.57 1.58 -0.82
O 1.69 1.89 -1.48
C -0.85 -0.31 0.12
C -1.27 -1.75 0.51
O -2.47 -2.18 0.14
H 1.23 0.74 1.31
H 2.35 0.50 0.26
H 0.80 -0.57 -1.22
H 0.40 2.17 0.14
H -0.37 1.70 -1.44
H -1.23 0.49 0.78
H -1.52 -0.06 -0.72
H -1.09 -1.78 1.70
H -0.41 -2.43 0.33
```

M   103.12 g/mol
Net charge   -2
SMILES   N[C@H](C[O-])CC[O-]
Multiplicity   1
F_max   2.7 eV Å⁻¹
DFT total energy   -362.89106 Ha
LUMO level   0.2677 hartree
HOMO-LUMO gap   6.29 eV

=====

# 7
C4H9NO2 | wB97M-V/def2-TZVPD

XYZ file:
```
16
Properties=species:S:1:pos:R:3
O 0.82 2.77 2.23
C 0.24 2.19 1.16
C 0.78 0.78 0.78
C -0.16 -0.04 -0.10
N 0.44 -1.15 -0.81
C -0.62 -2.36 -1.12
O -1.05 -2.35 -2.35
H -0.87 2.10 1.21
H 0.34 2.80 0.21
H 1.76 0.85 0.29
H 0.95 0.29 1.75
H -1.08 -0.34 0.44
H -0.58 0.73 -0.78
H 0.43 -0.92 -1.80
H -0.01 -3.22 -0.75
H -1.40 -2.12 -0.35
```

M   103.12 g/mol
Net charge   -2
SMILES   [O-]CCCNC[O-]
Multiplicity   1
F_max   2.1 eV Å⁻¹
DFT total energy   -362.90126 Ha
LUMO level   0.2633 hartree
HOMO-LUMO gap   6.57 eV

=====

# 8
C4H9NO2 | wB97M-V/def2-TZVPD

XYZ file:
```
16
Properties=species:S:1:pos:R:3
N 2.26 0.15 1.17
C 1.09 -0.37 0.74
O 0.08 -0.27 1.50
C 0.91 -0.98 -0.53
C -1.30 -0.55 0.09
C -1.48 0.64 -0.81
O -0.88 1.79 -0.24
H 2.27 0.64 2.05
H 3.14 -0.12 0.76
H 1.64 -0.78 -1.31
H 0.66 -2.04 -0.47
H -1.47 -1.49 -0.42
H -1.90 -0.48 0.99
H -1.06 0.42 -1.80
H -2.57 0.80 -0.90
H -0.99 2.51 -0.87
```

M   103.12 g/mol
Multiplicity   1
F_max   0.4 eV Å⁻¹
DFT total energy   -362.90008 Ha
LUMO level (spin up / spin down)   0.0186 / 0.0186 hartree
HOMO-LUMO gap (spin up / spin down)   7.80 / 7.80 eV

=====

# 9
C4H9NO2 | wB97M-V/def2-TZVPD

XYZ file:
```
16
Properties=species:S:1:pos:R:3
C -2.07 -0.79 -0.13
C -0.94 0.23 -0.10
O -1.48 1.48 -0.08
O 0.04 0.03 -1.10
H -0.76 2.13 -0.09
H -1.66 -1.79 -0.15
H -2.65 -0.62 -1.03
H -2.70 -0.65 0.74
C 2.28 0.47 -0.12
C 1.01 -0.35 -0.07
N 0.08 0.01 0.99
H -0.14 -0.71 1.67
H 1.23 -1.43 -0.15
H 2.04 1.52 -0.02
H 2.93 0.17 0.71
H 2.78 0.30 -1.06
```

M   103.12 g/mol
Multiplicity   1
F_max   1.5 eV Å⁻¹
DFT total energy   -363.03116 Ha
LUMO level   0.0356 hartree
HOMO-LUMO gap   10.48 eV

=====

# 10
C4H9NO2 | wB97M-V/def2-TZVPD

XYZ file:
```
16
Properties=species:S:1:pos:R:3
C -2.47 0.27 0.88
O -1.31 -0.36 0.41
C -0.73 0.36 -0.63
C 0.49 -0.35 -1.06
N 1.37 -0.50 0.58
C 2.56 -0.12 0.17
O 2.69 0.21 -1.01
H -2.25 1.27 1.28
H -3.22 0.37 0.09
H -2.87 -0.36 1.68
H -0.46 1.39 -0.32
H -1.41 0.44 -1.49
H 0.85 0.14 -2.00
H 0.43 -1.41 -1.24
H 1.23 -0.80 1.56
H 3.43 -0.10 0.84
```

M   103.12 g/mol
Multiplicity   1
F_max   1.6 eV Å⁻¹
DFT total energy   -362.94085 Ha
LUMO level   0.0348 hartree
HOMO-LUMO gap   10.37 eV

=====

# 11
C4H9NO2 | wB97M-V/def2-TZVPD

XYZ file:
```
16
Properties=species:S:1:pos:R:3
C -2.07 -0.05 -0.44
C -0.57 0.22 -0.46
O -0.31 1.48 0.16
C 0.20 -0.84 0.31
C 1.72 -0.76 0.21
N 2.24 0.46 0.50
O 2.40 -1.74 -0.03
H -2.43 -0.02 0.60
H -2.30 -1.03 -0.86
H -2.61 0.70 -1.02
H -0.21 0.24 -1.50
H -0.68 2.18 -0.40
H -0.05 -0.73 1.37
H -0.10 -1.84 -0.01
H 3.16 0.49 0.92
H 1.60 1.23 0.66
```

M   103.12 g/mol
SMILES   C[C@@H](O)CC(N)=O
Multiplicity   1
F_max   0.4 eV Å⁻¹
DFT total energy   -363.06918 Ha
LUMO level   0.0248 hartree
HOMO-LUMO gap   10.27 eV

=====

# 12
C4H9NO2 | wB97M-V/def2-TZVPD

XYZ file:
```
16
Properties=species:S:1:pos:R:3
C -0.62 -2.59 0.01
C -0.44 -1.16 0.57
O -1.66 -0.42 0.49
C 0.65 -0.35 -0.18
N 0.15 0.88 -0.77
C 0.64 2.09 -0.39
O 1.61 2.26 0.30
H -1.47 -2.63 -0.66
H 0.25 -2.86 -0.59
H -0.71 -3.33 0.80
H -0.16 -1.28 1.61
H -2.31 -0.81 1.10
H 1.10 -0.99 -0.93
H 1.43 -0.05 0.51
H -0.75 0.81 -1.22
H 0.05 2.94 -0.77
```

M   103.12 g/mol
SMILES   C[C@H](O)CNC=O
Multiplicity   1
F_max   0.9 eV Å⁻¹
DFT total energy   -363.04156 Ha
LUMO level   0.0261 hartree
HOMO-LUMO gap   10.38 eV

=====

Question: Which of these has the lowest DFT total energy?
Answer: number 11